[1]
The following is a DFT calculation (the ωB97M-V functional and the def2-TZVPD basis) of a molecular structure, C5H13O3Pb.

Calculated values
HOMO level (alpha / beta) in eV: -3.7 / -7.9
E_tot in Eh: -616.703760
F_max in eV/A: 4.50
Gap between HOMO and LUMO (alpha / beta) in eV: 4.101 / 8.150

Geometry as ORCA input:
```
! RIJCOSX wB97M-V def2-TZVPD def2/J DEFGRID3
* xyz 0 2
H 0.73 3.48 -0.10
H -0.78 3.01 -0.85
O 0.33 -2.80 -0.37
H 2.29 -2.63 0.00
C -0.96 -2.26 -0.19
H -1.14 -1.40 -0.85
O 0.78 0.31 -0.31
H 1.99 1.78 -1.09
C 1.63 -0.74 -0.73
H -1.10 -1.94 0.86
H -1.68 -3.05 -0.42
C 0.91 1.55 -1.06
H 0.57 1.33 -2.09
H -2.55 1.21 -0.53
H -3.05 0.15 0.55
O -2.45 0.88 0.41
H 1.47 -0.94 -1.80
C 1.39 -2.00 0.08
C 0.10 2.61 -0.34
H 2.68 -0.42 -0.60
H 1.25 -1.73 1.14
Pb -0.47 1.21 1.32
*
```

=====

[2]
The following is a DFT calculation (the ωB97M-V functional and the def2-TZVPD basis) of 2 unconnected molecules or ions with the total composition C5H13P.

Calculated values
HOMO level (alpha / beta) in eV: -7.4 / -8.7
E_tot in Eh: -539.461562
F_max in eV/A: 2.70
Gap between HOMO and LUMO (alpha / beta) in eV: 8.386 / 7.398

Geometry as ORCA input:
```
! RIJCOSX wB97M-V def2-TZVPD def2/J DEFGRID3
* xyz 0 3
H 0.30 -1.47 -1.27
C 0.46 -0.42 -1.42
H 2.50 1.01 0.01
H -3.44 -0.31 -0.29
C -2.34 -0.64 -0.45
H -0.30 0.06 -1.97
H 1.64 2.23 -0.74
H 1.79 -1.01 1.06
H -2.13 -0.76 -1.51
H -2.34 -1.49 0.21
H 0.63 -0.07 2.04
C 0.79 -0.61 1.15
H 0.06 -1.38 1.17
C 0.54 0.27 -0.09
C 1.52 1.49 0.02
H 1.32 1.84 1.03
P -1.33 0.82 0.18
H 1.44 -0.45 -1.94
H -1.08 0.88 2.81
*
```

=====

[3]
The following is a DFT calculation (the ωB97M-V functional and the def2-TZVPD basis) of 2 unconnected molecules or ions with the total composition C5H13PS.

Calculated values
HOMO level in eV: -8.3
E_tot in Eh: -937.787511
F_max in eV/A: 4.07
Gap between HOMO and LUMO in eV: 9.211

Geometry as ORCA input:
```
! RIJCOSX wB97M-V def2-TZVPD def2/J DEFGRID3
* xyz 0 1
H 0.95 -0.87 -0.13
C 1.72 -0.75 0.56
H -2.35 -0.72 1.62
H -2.95 0.93 -2.01
C 2.88 0.82 -0.94
C -1.66 -1.17 0.98
P -1.31 -0.04 -0.49
C 2.66 0.18 0.40
H 1.75 -1.33 1.38
S -0.97 1.73 0.66
H -2.20 -2.08 0.69
H 3.50 0.05 -1.58
H -3.56 0.84 -0.30
H 1.90 1.05 -1.56
H 3.40 0.28 1.24
C -3.00 0.29 -1.12
H -0.02 1.25 1.44
H 3.44 1.66 -0.96
H -0.72 -1.45 1.50
H -3.47 -0.68 -1.39
*
```

=====

[4]
The following is a DFT calculation (the ωB97M-V functional and the def2-TZVPD basis) of 2 unconnected molecules or ions with the total composition C5H14.

Calculated values
HOMO level (alpha / beta) in eV: 1.5 / -7.5
E_tot in Eh: -198.804348
F_max in eV/A: 2.45
Gap between HOMO and LUMO (alpha / beta) in eV: 2.616 / 11.767

Geometry as ORCA input:
```
! RIJCOSX wB97M-V def2-TZVPD def2/J DEFGRID3
* xyz -1 2
H 1.01 -0.57 2.77
H -1.92 -1.95 -0.13
H -0.24 -0.16 -3.04
H -0.65 -0.75 0.29
H -1.54 1.13 -2.95
H 0.94 1.92 1.98
H -2.84 -0.17 -1.37
H -0.52 -2.02 -1.04
C 1.90 0.04 2.65
C 1.72 1.21 1.72
H -0.20 0.96 -1.73
H 2.82 -0.53 2.47
C -1.14 -1.30 -0.50
C -0.88 0.46 -2.41
H 2.65 1.81 1.76
H 1.73 1.06 0.64
H -2.08 -1.23 -2.34
H 2.15 0.41 3.65
C -1.81 -0.45 -1.60
*
```

=====

[5]
The following is a DFT calculation (the ωB97M-V functional and the def2-TZVPD basis) of 2 unconnected molecules or ions with the total composition C5H14.

Calculated values
HOMO level (alpha / beta) in eV: 1.5 / -7.6
E_tot in Eh: -198.815554
F_max in eV/A: 2.16
Gap between HOMO and LUMO (alpha / beta) in eV: 2.740 / 11.716

Geometry as ORCA input:
```
! RIJCOSX wB97M-V def2-TZVPD def2/J DEFGRID3
* xyz -1 2
H 1.75 0.38 -0.24
C -0.42 -1.82 -2.10
H 2.68 0.96 1.11
H 0.89 1.05 2.41
H -2.00 -1.51 -0.72
C -1.24 -2.27 -0.92
H -1.64 -3.27 -0.93
H -0.76 2.53 0.37
H 0.21 -0.95 -1.94
C -0.49 2.17 1.36
H -1.03 -1.57 -2.97
H 1.83 2.12 0.02
H -0.02 0.05 1.25
H 0.27 -2.60 -2.45
H -0.16 3.00 1.99
C 0.50 1.00 1.38
C 1.79 1.16 0.53
H -1.43 1.80 1.79
H -0.74 -2.24 0.06
*
```

=====

[6]
The following is a DFT calculation (the ωB97M-V functional and the def2-TZVPD basis) of 2 unconnected molecules or ions with the total composition C5H14.

Calculated values
HOMO level in eV: -11.2
E_tot in Eh: -198.838285
F_max in eV/A: 3.47
Gap between HOMO and LUMO in eV: 12.314

Geometry as ORCA input:
```
! RIJCOSX wB97M-V def2-TZVPD def2/J DEFGRID3
* xyz 0 1
H 0.19 -1.91 0.83
H -2.04 -0.97 3.34
H -3.16 -1.69 2.02
H 2.32 2.45 -1.48
H 0.64 -0.83 1.93
C 1.61 0.67 -2.73
H 0.64 0.45 -3.32
C 0.04 -0.81 1.11
H -1.57 -2.16 2.42
H 1.28 1.40 -0.70
H 0.64 -0.17 0.42
H -1.59 0.74 1.54
H -1.78 -0.49 0.32
H 2.01 -0.36 -2.36
H 0.66 2.50 -1.84
H 2.25 1.04 -3.48
C -2.15 -1.32 2.28
C -1.44 -0.36 1.34
C 1.45 1.84 -1.63
*
```

=====

[7]
The following is a DFT calculation (the ωB97M-V functional and the def2-TZVPD basis) of 2 unconnected molecules or ions with the total composition C5H14.

Calculated values
HOMO level in eV: -11.0
E_tot in Eh: -198.807846
F_max in eV/A: 4.86
Gap between HOMO and LUMO in eV: 12.140

Geometry as ORCA input:
```
! RIJCOSX wB97M-V def2-TZVPD def2/J DEFGRID3
* xyz 0 1
H 0.69 0.14 1.32
H -0.71 -0.22 0.12
H -0.78 2.37 0.36
H -0.45 -2.46 -2.87
C -0.07 0.47 0.48
H 0.35 0.82 -0.51
C -1.06 1.53 0.90
C 1.19 -2.25 -1.17
H 1.22 -1.69 -3.28
H -0.05 3.06 2.20
H -2.11 1.27 0.93
H -0.11 1.59 3.01
H -1.50 2.37 3.05
H 1.57 -3.23 -1.29
H -0.06 -0.76 -2.29
C 0.44 -1.81 -2.47
C -0.61 2.14 2.34
H 0.63 -2.33 -0.31
H 1.97 -1.44 -0.86
*
```

=====

[8]
The following is a DFT calculation (the ωB97M-V functional and the def2-TZVPD basis) of 2 unconnected molecules or ions with the total composition C5H14.

Calculated values
HOMO level in eV: -10.8
E_tot in Eh: -198.814350
F_max in eV/A: 5.12
Gap between HOMO and LUMO in eV: 11.910

Geometry as ORCA input:
```
! RIJCOSX wB97M-V def2-TZVPD def2/J DEFGRID3
* xyz 0 1
H 1.58 2.06 -0.69
C 1.20 2.80 -0.16
H -0.88 3.02 -0.52
H 0.82 -0.87 -0.19
H -0.63 -2.41 -1.55
H -0.67 -0.59 0.78
C -0.26 2.38 0.24
H 1.34 3.75 -0.72
H -0.51 -2.90 1.58
H 0.49 -3.35 0.24
C -1.04 -1.59 -1.08
H 1.14 -2.15 1.35
H -0.56 2.37 1.24
H -2.01 -1.96 -0.77
C -0.20 -1.27 0.11
H -0.14 1.20 0.05
H 1.68 2.78 0.82
H -1.54 -0.76 -1.59
C 0.19 -2.52 0.87
*
```

=====

[9]
The following is a DFT calculation (the ωB97M-V functional and the def2-TZVPD basis) of 2 unconnected molecules or ions with the total composition C5H14.

Calculated values
HOMO level in eV: -11.2
E_tot in Eh: -198.876757
F_max in eV/A: 2.03
Gap between HOMO and LUMO in eV: 12.288

Geometry as ORCA input:
```
! RIJCOSX wB97M-V def2-TZVPD def2/J DEFGRID3
* xyz 0 1
C 1.91 1.61 1.34
C -0.17 -1.96 -1.45
H -1.58 1.29 1.14
H -2.03 -1.04 -2.13
C -1.61 -2.03 -1.94
H 2.83 1.28 0.88
H -2.23 -2.63 -1.29
C 0.62 0.99 0.75
H -1.65 -2.49 -2.94
H 0.31 -2.93 -1.48
C -0.58 1.51 1.50
H 0.53 1.16 -0.33
H -0.57 1.24 2.57
H 1.81 1.58 2.42
H 0.76 -0.08 0.82
H -0.50 2.60 1.61
H -0.17 -1.52 -0.46
H 1.92 2.68 1.07
H 0.40 -1.26 -2.07
*
```

=====

[10]
The following is a DFT calculation (the ωB97M-V functional and the def2-TZVPD basis) of 2 unconnected molecules or ions with the total composition C5H14.

Calculated values
HOMO level in eV: -10.9
E_tot in Eh: -198.839264
F_max in eV/A: 3.26
Gap between HOMO and LUMO in eV: 12.011

Geometry as ORCA input:
```
! RIJCOSX wB97M-V def2-TZVPD def2/J DEFGRID3
* xyz 0 1
H -3.38 0.25 -0.56
C 2.10 0.23 0.07
H -0.94 0.94 -1.36
H -3.12 1.20 0.80
H -0.62 1.32 0.36
H -2.06 -1.27 0.00
H 2.86 -1.84 -0.59
H -2.92 2.06 -0.73
H -0.33 -1.25 -0.68
H 1.10 0.27 -0.44
H -0.72 -0.51 1.19
C -1.07 -0.71 0.04
C 2.60 -1.25 0.31
C -2.77 1.05 -0.20
H 3.51 -1.02 0.85
H 1.97 -1.76 1.00
H 2.23 0.91 0.94
C -1.26 0.75 -0.34
H 2.82 0.65 -0.66
*
```

=====

- What is the E_tot in the seventh record?
  -198.807846 Eh

=====

- Which formula does entry 5 have?
  C5H14

=====

- Number 4 is which compound?
  C5H14